ORCA calculation (the ωB97M-V functional and the def2-TZVPD basis) on a 7-piece molecular cluster, C54H79ClN8O4P overall.

Structure (XYZ):
```
147
Properties=species:S:1:pos:R:3:mulliken_charge:R:1
H 7.67618 9.35774 -5.82710 0.35
C -9.01081 -0.98939 -3.92488 -0.09
H 2.64185 3.80930 -0.14212 0.32
H 3.39770 -3.90278 1.23030 0.44
H 1.42335 2.56715 -0.55283 0.06
H -10.39533 1.63328 -6.28266 0.36
H -2.25771 2.27982 0.98594 0.04
C 1.84965 2.77016 1.56374 -0.84
H -1.59024 -9.78631 2.91254 0.37
H 8.71179 9.39801 -8.09750 0.37
C -4.53817 -0.37114 -1.17557 -0.84
N 0.08503 -3.85606 4.27638 -0.42
C 3.04008 -3.82032 8.11092 -0.36
O 0.29209 -3.12047 -0.17083 -0.70
N -2.64538 -0.52745 0.51767 1.39
H -11.01739 -1.71251 -3.67127 0.36
C 6.04496 8.12256 -6.48015 -0.05
N 2.96074 4.23036 -4.16699 -0.25
H 5.46872 6.94173 -9.43830 0.32
H -0.43599 0.81572 1.84578 -0.67
H -1.67170 -11.45353 4.76099 0.36
C 3.34190 -3.18672 -0.79654 -0.42
H 5.56359 8.07635 -5.50847 0.35
C -3.16299 -0.26296 1.88655 -2.22
H 3.77379 2.45204 -4.77582 0.37
N 0.62785 -5.09447 8.67066 -0.53
H -0.71863 -6.73082 5.48903 0.13
C -1.45484 -10.41467 4.96790 -0.44
H -8.56295 -1.71779 -3.25607 0.36
H -7.96759 1.46701 -5.75604 0.37
H -0.19463 2.78334 1.02299 -0.67
H 0.46268 -1.35783 -2.19242 0.39
H 5.83398 3.51385 -1.96006 0.51
Cl -2.68257 -0.36223 4.52476 -0.17
H -2.55053 -3.48793 2.45738 0.42
N -1.15234 -8.19231 4.12251 -0.29
C -0.94070 -8.63435 6.47041 -0.54
H 3.06854 -3.37231 10.21809 0.36
H -5.43516 2.10970 -2.52886 0.17
C 2.53865 -3.84482 9.40240 -0.35
C 2.32073 -4.44050 7.10258 -0.48
H -1.32039 2.00073 4.51174 0.51
H -3.69337 -1.19906 2.07746 0.69
H 3.48997 2.50025 -2.22609 0.03
H 6.24709 2.28596 0.26782 0.30
H -5.56154 0.15936 0.68643 0.03
N 5.42836 7.45788 -7.45565 -0.18
H 3.97823 -3.32501 7.89387 0.38
H 0.77104 2.91127 3.86946 0.52
C -2.51137 1.78332 0.05754 0.61
H -0.25211 -3.08793 4.85810 0.26
H -4.03916 0.50433 -1.57834 0.20
C -0.32969 -5.01680 2.22763 -0.85
H -3.59654 1.73306 0.03288 0.23
H 2.18064 6.07967 -3.75141 0.37
C 7.22117 8.83427 -6.65662 -0.67
C 5.89708 3.30772 0.14853 -1.30
H -2.19512 -2.81965 4.01437 0.55
C 3.37838 5.14960 -6.76332 0.07
H 0.62132 -4.80162 1.75028 -0.02
H 5.89332 -3.86811 1.30173 0.41
H -0.47850 4.06730 3.54490 0.37
H -2.04182 -2.54896 0.68344 0.81
H -1.80833 3.64188 -0.78482 0.42
C 5.09893 3.45600 -1.15711 -0.51
H -2.10739 2.48457 3.04859 0.41
H 0.52897 -5.55236 6.67774 0.16
H 0.39090 4.35418 1.49715 0.93
H 4.19021 3.18741 -7.12009 0.36
C 5.99295 7.49033 -8.66232 -0.06
H 2.25912 -3.17178 -0.86439 0.86
H 6.76401 3.96110 0.10650 0.42
H -0.26534 -1.55834 2.61828 0.65
C -1.32145 -1.65609 2.38897 -0.30
H 0.90615 -4.54065 10.62277 0.37
C -1.17469 2.06992 3.43973 -0.95
O -0.35658 -1.26296 -1.66851 -0.51
C -3.55791 -1.27105 -0.43953 -0.57
H 7.13402 -3.11912 -0.72888 0.40
C -6.48514 1.30553 -0.85416 -0.64
C 4.19219 2.25132 -1.42768 -0.71
H -1.24248 2.15601 -1.61264 0.30
C 3.36713 1.79917 -0.22701 -0.32
N -8.16185 -0.12841 -4.48618 -0.40
C 3.97595 -3.58354 0.37175 -0.25
H 2.52693 3.33380 2.19877 0.46
C -1.41109 -9.48647 3.93936 -0.29
C -1.21325 -9.97596 6.25978 -0.27
C -5.78711 0.01158 -0.37005 -0.58
H 2.93141 0.84120 -0.49546 -0.26
H 3.54116 5.50768 -7.76928 0.38
C -0.86434 0.70435 2.83722 -0.87
H 5.82615 -2.43248 -2.73465 0.40
C 3.73917 3.86191 -6.40514 -0.76
C -1.57967 -1.58596 0.85844 -1.08
H -7.53096 1.19026 -0.59251 0.47
C 7.79283 8.85478 -7.91795 -0.16
C 5.36138 -3.56348 0.40924 -0.57
H -2.91872 -1.71905 -1.18851 0.54
H -3.95082 0.47233 1.99535 0.71
C 2.26043 2.81831 0.09660 0.10
C 5.32486 -2.76734 -1.83306 -0.35
H 4.81834 1.44105 -1.80364 0.50
C 2.80618 5.97315 -5.80841 -0.66
H -0.06995 0.29242 3.45840 1.02
H 1.56228 -1.55140 1.03159 0.23
H -6.31259 0.61301 -2.91100 0.29
C 6.05329 -3.14816 -0.71573 -0.34
C 0.41591 3.29817 1.75737 0.20
H -2.88346 2.70205 -1.85873 0.25
H -4.12590 -2.01643 0.10170 0.20
H 3.97929 1.62372 0.65753 0.54
C 2.62189 5.46818 -4.53191 -0.26
C -10.03157 0.87249 -5.60607 -0.49
C -8.68035 0.78048 -5.31154 -0.16
C 7.16810 8.16811 -8.94573 -0.62
C 1.33444 -4.49391 9.62744 -0.25
H 5.26119 3.61536 0.97457 0.23
H 1.81844 1.72156 1.86739 0.12
H -4.88065 -0.91471 -2.05074 0.79
C 1.12588 -5.05892 7.43552 0.37
C -0.06534 3.12010 3.20670 -1.43
H -0.26704 -6.00363 2.67686 0.32
H -6.05553 2.13307 -0.29833 0.29
C -10.89604 -0.03269 -5.01356 -0.14
O 1.11482 -0.89291 0.46633 -0.20
H -0.74538 -8.24962 7.46236 0.41
C -0.92442 -7.78983 5.37226 0.07
H -6.46566 -0.83872 -0.39001 0.53
O -1.90111 0.49210 -0.08462 -0.52
C -2.08213 2.65396 -1.13090 -1.70
H 7.58136 8.15793 -9.94485 0.35
C -2.00601 -0.33351 2.89202 2.49
H 4.53253 4.38426 -1.17390 0.26
H 2.51137 6.98519 -6.04888 0.39
H -1.23679 -10.66983 7.09029 0.38
H -1.07929 -4.97580 1.44356 0.30
H -7.20640 2.13396 -2.67603 0.40
C 3.50841 3.45391 -5.09993 -0.03
N 3.99422 -2.78113 -1.88872 -0.56
C -6.35000 1.54617 -2.37276 -1.04
H -11.95814 0.00456 -5.21869 0.37
P -0.08862 -1.69865 -0.18334 0.45
C -10.37746 -0.98672 -4.15387 -0.55
H 2.67399 -4.44631 6.08065 0.41
C -0.61076 -3.95745 3.23566 0.18
C -1.77426 -2.96917 3.02751 -1.51
```

The value obtained for the lowest unoccupied orbital energy is -0.071 hartree. As for the largest force on an atom: 0.0513 Eh/bohr. For the total energy, the calculation gives -99194.5315 eV. The calculation puts the orbital gap at 8.9 eV. Its charge is +1.